This record from OMol25 describes C28H49BrN4O13P4S as an isolated structure. The level of theory is the ωB97M-V functional and the def2-TZVPD basis.

XYZ file:
```
100
C28H49BrN4O13P4S the ωB97M-V functional and the def2-TZVPD basis
C -2.27604 7.18472 2.51232
C -1.04024 6.77052 1.73447
Br 0.51561 7.85419 2.20848
C -1.26436 6.82983 0.19867
C -1.81366 5.51915 -0.29850
C -1.10389 4.35940 -0.32673
C 0.34702 4.34822 0.10946
C 1.22949 4.30363 -1.14812
O 0.74942 4.62275 -2.20865
N 2.58242 3.87551 -1.08778
C 2.80599 2.74032 -0.18871
C 3.50830 4.98065 -0.83894
C -1.68894 3.10981 -0.77725
C -0.84359 1.87968 -0.71513
C -0.56948 1.34086 0.54053
C 0.22088 0.22572 0.75255
C 0.74865 -0.41615 -0.38932
C 0.46835 0.12023 -1.63356
C -0.31931 1.24326 -1.82323
C -2.97027 3.03244 -1.24247
P -3.67335 1.44530 -1.82994
N -3.17349 0.93697 -3.22886
C -3.75390 4.24539 -1.27050
N -5.00036 4.45386 -1.67496
S -5.37760 5.99337 -1.44927
N -3.99146 6.49569 -0.82145
C -3.15724 5.46525 -0.77466
H -3.16672 6.72018 2.08420
H -2.20605 6.82289 3.53973
H -2.39575 8.26572 2.56451
H -0.81088 5.74785 2.02147
H -0.31837 7.07353 -0.27888
H -2.01290 7.60375 0.04113
H 0.58670 5.29066 0.60207
H 0.55765 3.54268 0.80447
H 3.83905 2.42395 -0.31060
H 2.15244 1.92629 -0.49874
H 2.56518 2.96671 0.85761
H 4.50223 4.65150 -1.14069
H 3.49433 5.35519 0.19114
H 3.25305 5.78714 -1.52820
H -0.97453 1.85326 1.40982
H 0.42544 -0.14645 1.74621
H 1.37652 -1.28630 -0.24500
H 0.89959 -0.37649 -2.49413
H -0.51522 1.61475 -2.81732
H -5.06514 1.65653 -1.88124
H -3.44999 0.53961 -0.77047
H -2.49131 1.58592 -3.60238
C -0.47350 -5.62607 1.49620
O 0.32974 -4.46560 1.23731
P 1.24729 -3.72836 2.40733
O 2.07644 -2.94685 1.44078
O 1.90359 -5.14120 2.87702
C 2.74504 -5.85855 1.96529
O 1.89631 -2.99696 3.75387
C 1.42887 -3.37769 5.06238
H -1.47567 -5.45726 1.10491
H -0.03140 -6.46609 0.96054
H -0.53117 -5.87028 2.55456
H 2.77674 -5.39122 0.98187
H 2.35860 -6.87319 1.86626
H 3.74407 -5.91626 2.38954
H 1.72254 -4.40399 5.28577
H 0.34659 -3.27211 5.14442
H 1.89877 -2.71046 5.78113
C 8.09724 -9.43245 4.75484
O 7.04299 -8.76665 4.04187
P 5.47869 -9.17777 4.21469
O 4.75507 -8.03813 3.63591
O 5.55871 -9.16245 5.84770
C 5.57951 -7.90574 6.52197
O 4.38819 -10.37982 4.24587
C 4.78215 -11.67421 4.74456
H 8.87708 -9.71109 4.04856
H 8.51662 -8.72639 5.47051
H 7.75303 -10.31676 5.28587
H 5.62938 -7.06841 5.82699
H 6.45209 -7.87758 7.17738
H 4.68305 -7.82825 7.13506
H 4.98886 -11.62051 5.81338
H 5.65427 -12.05453 4.21232
H 3.94936 -12.35192 4.57826
C -6.73965 5.17719 -7.65757
O -5.41682 4.79680 -8.06169
P -4.54556 3.69547 -7.23927
O -3.46658 3.33534 -8.16654
O -5.75217 2.60252 -7.15791
C -6.05067 1.82458 -8.31408
O -3.99043 3.31729 -5.77321
C -4.81891 3.58554 -4.62309
H -6.80104 6.26415 -7.63197
H -7.44031 4.81056 -8.40732
H -7.01511 4.77381 -6.68544
H -5.46320 2.13251 -9.17813
H -7.11210 1.93870 -8.54484
H -5.85568 0.77823 -8.08503
H -5.70464 2.94969 -4.62701
H -5.11132 4.63805 -4.61699
H -4.26920 3.39496 -3.71800
```

Values from the calculation:
Energy ... -180440.769 eV
Frontier orbital gap ... 6.788 eV
Max |F| ... 0.1601 Eh/bohr
Total charge ... 0
HOMO level ... -8.28 eV